1) {
  "formula": "C6H18O3",
  "method": "ωB97M-V/def2-TZVPD",
  "species": ["O", "O", "O", "C", "C", "C", "C", "C", "C", "H", "H", "H", "H", "H", "H", "H", "H", "H", "H", "H", "H", "H", "H", "H", "H", "H", "H"],
  "positions_angstrom": [[6.97355, 18.55495, 13.66173], [8.77521, 15.38485, 18.33041], [1.26164, 26.01711, 18.97532], [6.88620, 19.91970, 13.96948], [8.65208, 13.14204, 19.10668], [1.46480, 24.08088, 17.39630], [7.98229, 14.57696, 19.14674], [6.26462, 20.67880, 12.77049], [1.50516, 24.58093, 18.82497], [0.53670, 26.20357, 19.57639], [6.51119, 21.74030, 12.79352], [7.93777, 15.05491, 20.12536], [0.65542, 24.08400, 19.29305], [7.89586, 20.18352, 14.28429], [0.50837, 24.37789, 16.96602], [9.64758, 13.19033, 19.54797], [7.46321, 18.10004, 14.35085], [2.25637, 24.56984, 16.82848], [8.13964, 12.27473, 19.52294], [6.92824, 14.53069, 18.87299], [6.32392, 20.14386, 14.87595], [6.73784, 20.19043, 11.91862], [1.64824, 23.00847, 17.32999], [9.71313, 15.32592, 18.52646], [2.33897, 24.28210, 19.46024], [8.92839, 12.78595, 18.11422], [5.19573, 20.48231, 12.68716]],
  "homo_lumo_gap_ev": 10.75,
  "smiles": "CCO.CCO.CCO",
  "homo_energy_ev": -9.995
}

2) {
  "formula": "C6H18O3",
  "method": "ωB97M-V/def2-TZVPD",
  "species": ["O", "O", "O", "C", "C", "C", "C", "C", "C", "H", "H", "H", "H", "H", "H", "H", "H", "H", "H", "H", "H", "H", "H", "H", "H", "H", "H"],
  "positions_angstrom": [[-1.08531, -2.60125, 1.13737], [0.17848, 2.05755, -0.57478], [0.76315, -0.67276, -0.32374], [2.97328, -0.02383, 0.31473], [1.61089, -0.59661, 0.75169], [-1.89354, -1.95896, 2.12930], [0.46612, 2.24838, -1.98942], [-0.74531, 1.61280, -2.69398], [-2.13620, -0.49706, 1.52620], [-1.26034, 0.09561, 1.79023], [-3.00441, 0.05964, 1.87889], [1.62070, -1.53792, 1.30118], [0.51437, 1.17988, -0.37862], [-0.96954, 0.66452, -2.20554], [-1.36530, -1.98418, 3.08241], [3.52731, -0.70472, -0.33144], [2.82296, 0.86828, -0.29327], [-2.34086, -0.43501, 0.45739], [0.60111, 3.28933, -2.28320], [-1.67702, 2.17685, -2.65087], [-2.83500, -2.48588, 2.28458], [3.64563, 0.17780, 1.14862], [0.08152, -1.24819, 0.03104], [-0.48846, 1.43324, -3.73795], [1.27440, 0.12949, 1.49173], [1.37922, 1.78146, -2.35863], [-1.65787, -3.02847, 0.49608]],
  "homo_lumo_gap_ev": 10.30,
  "smiles": "CCO.CCO.CCO",
  "homo_energy_ev": -9.614
}

Most favorable structure: 2). The second most favorable one is 51.5 kJ/mol above it.

1) {
  "formula": "C42H41BiN6O4PS",
  "method": "ωB97M-V/def2-TZVPD",
  "species": ["Bi", "S", "P", "O", "O", "O", "O", "N", "N", "N", "N", "N", "N", "C", "C", "C", "C", "C", "C", "C", "C", "C", "C", "C", "C", "C", "C", "C", "C", "C", "C", "C", "C", "C", "C", "C", "C", "C", "C", "C", "C", "C", "C", "C", "C", "C", "C", "C", "C", "C", "C", "C", "C", "C", "C", "H", "H", "H", "H", "H", "H", "H", "H", "H", "H", "H", "H", "H", "H", "H", "H", "H", "H", "H", "H", "H", "H", "H", "H", "H", "H", "H", "H", "H", "H", "H", "H", "H", "H", "H", "H", "H", "H", "H", "H", "H"],
  "positions_angstrom": [[-0.85755, -0.33281, -0.41559], [-0.70704, -4.54001, 2.08305], [0.53022, 2.77089, 0.52697], [-3.09643, -3.47778, -1.33287], [1.77842, -2.21140, -0.69979], [-4.89045, 0.94897, 0.66717], [1.93933, 0.30559, -1.94111], [-1.87897, -1.54479, -2.11423], [-0.73559, -1.97035, -2.97649], [-3.01681, 0.20291, -0.44990], [-1.57962, 0.45488, 1.79734], [-0.77463, -2.17828, 0.68866], [-2.81429, -3.05964, 1.53717], [0.27126, 4.25090, 4.30878], [3.74447, -3.91862, 2.69680], [-1.48160, -2.98765, 1.28874], [-1.04569, 4.68091, 4.42277], [2.75330, -2.01222, -1.73245], [1.74022, 0.70041, -3.29371], [-0.74158, 3.17686, -0.73894], [-2.68010, 1.22910, 4.20013], [2.96021, 3.40294, -0.64707], [-0.81502, 0.55554, 2.88453], [-0.90413, -3.27471, -2.60255], [1.86417, 3.92110, 0.03739], [3.12480, -3.10054, 1.82309], [-1.45104, 4.01756, 2.14377], [-0.13530, 3.58443, 2.01973], [-3.31109, -0.81521, -3.97835], [3.06169, -0.51887, -1.69779], [-4.62475, 0.91366, -2.21879], [3.00208, -4.97778, 3.28812], [1.10000, -4.75722, -3.12154], [-3.47227, 1.12724, 3.07011], [1.79089, 5.29491, 0.26390], [-2.93438, -0.72888, -2.65199], [1.72251, -3.27860, 1.44125], [-1.90293, 4.56188, 3.34052], [0.71842, 3.70181, 3.11946], [1.66694, -3.48327, -0.13146], [-3.71472, 0.63901, 0.62371], [2.80244, 6.13145, -0.18054], [-0.24218, -4.45905, -2.67439], [3.89187, 5.60606, -0.86303], [-3.56693, 0.13615, -1.75318], [2.27440, -2.48240, -3.10456], [3.96885, 4.24192, -1.09966], [-5.01093, 0.81924, -3.54775], [-4.36011, -0.03145, -4.43070], [-2.88074, 0.73691, 1.88222], [-1.32700, 0.93822, 4.10872], [1.66218, -5.16262, 3.05558], [2.17308, -3.96667, -3.29444], [0.97503, -4.29726, 2.19418], [-2.16161, -2.98593, -1.87037], [1.27249, -5.81444, -3.30020], [0.95043, 4.35323, 5.14483], [2.69712, 0.88221, -3.78931], [2.74089, 7.19586, 0.00270], [4.81612, 3.83144, -1.63258], [3.50753, -5.65431, 3.96519], [-4.67029, -0.08558, -5.46468], [3.07892, -4.45948, -3.63288], [3.01435, 2.33648, -0.83287], [-4.52965, 1.34823, 3.07250], [1.12351, -5.94851, 3.56686], [-5.14126, 1.57523, -1.54248], [3.41873, -0.26877, -0.69362], [1.74854, 3.37308, 3.03441], [1.17737, 1.63292, -3.27768], [-0.94387, 4.24763, -0.79728], [1.13530, -2.34490, 1.49598], [0.94343, 5.71005, 0.79522], [-1.68321, 2.65449, -0.54711], [-2.13533, 3.95232, 1.30613], [0.70314, -3.93242, -0.37284], [-0.67305, 1.02597, 4.96362], [4.79049, -3.80035, 2.93947], [3.68032, -2.53345, -1.44599], [3.86204, -0.30165, -2.41287], [-1.39640, 5.11728, 5.34817], [-0.83458, -5.30663, -2.34867], [3.00278, -2.09285, -3.82359], [2.47086, -4.14539, -0.45728], [-3.10908, 1.54176, 5.14264], [-0.35488, 2.84855, -1.70533], [-3.19537, -3.92217, 1.89392], [4.67935, 6.26118, -1.21032], [0.23805, 0.33798, 2.75379], [-5.83475, 1.42609, -3.89779], [1.17187, -0.04720, -3.84903], [3.66097, -2.31002, 1.31143], [1.31483, -1.99762, -3.29019], [-2.92731, 4.90183, 3.41903], [-2.77136, -1.48540, -4.63356], [-3.40029, -2.60007, 0.85157]],
  "homo_lumo_gap_ev": 4.20,
  "total_charge": 1,
  "homo_energy_ev": -8.855
}

2) {
  "formula": "C42H41BiN6O4PS",
  "method": "ωB97M-V/def2-TZVPD",
  "species": ["Bi", "S", "P", "O", "O", "O", "O", "N", "N", "N", "N", "N", "N", "C", "C", "C", "C", "C", "C", "C", "C", "C", "C", "C", "C", "C", "C", "C", "C", "C", "C", "C", "C", "C", "C", "C", "C", "C", "C", "C", "C", "C", "C", "C", "C", "C", "C", "C", "C", "C", "C", "C", "C", "C", "C", "H", "H", "H", "H", "H", "H", "H", "H", "H", "H", "H", "H", "H", "H", "H", "H", "H", "H", "H", "H", "H", "H", "H", "H", "H", "H", "H", "H", "H", "H", "H", "H", "H", "H", "H", "H", "H", "H", "H", "H", "H"],
  "positions_angstrom": [[1.31900, 0.42400, 0.14667], [-3.27222, 0.45091, 2.77365], [-1.98226, -1.55023, -1.32153], [4.05677, 2.70973, -2.18018], [0.36194, 2.92069, -0.79529], [1.14924, 2.67291, 1.67834], [3.36386, -1.07789, 3.64430], [1.49648, -1.98898, 0.78028], [-0.69663, 0.27769, 2.44365], [2.86024, 0.09967, 1.72329], [3.16483, 1.44707, -0.45823], [-1.77170, 1.59604, 0.84035], [1.82530, -0.04304, -2.24182], [5.31334, 2.63976, 2.93037], [2.04561, -2.12256, 1.98994], [-0.56336, -1.80130, 5.52060], [2.78065, 1.12357, -4.08621], [0.80318, -4.26570, 0.85831], [-3.98576, -3.82676, -4.10964], [-4.93526, 1.33623, -1.38332], [4.74982, 3.03544, 0.62227], [-2.85033, -1.24650, 4.98769], [-1.70371, -4.57339, -4.09300], [1.22182, 2.63510, 3.10615], [-2.37282, -0.52693, 3.90143], [-3.68681, -2.88096, -3.14338], [1.04124, 4.00825, 1.19795], [1.16864, 3.99442, -0.30665], [-2.86246, 0.46843, -3.00265], [-2.83738, -2.31348, 0.10727], [-1.77192, 0.81345, 1.95640], [1.19042, -0.85171, -3.09496], [-1.00910, -0.46069, 3.59101], [-2.39058, -2.76500, -2.63665], [-3.09967, -0.18224, -1.79174], [3.35484, 1.81492, -1.74219], [-1.40726, -3.62098, -3.12446], [-1.92896, -1.89341, 5.79204], [3.91748, 1.92584, 0.64041], [3.76223, 1.17606, 1.82662], [-0.36690, 3.19800, -1.98526], [2.60909, 0.92752, -2.72699], [-2.99344, -4.67481, -4.58766], [2.81867, -0.94997, 2.55951], [0.89148, -3.04301, 0.22436], [1.98338, -3.31007, 2.70078], [5.44649, 3.38665, 1.77579], [2.13000, 0.27729, -4.96823], [4.47004, 1.53352, 2.96453], [1.32328, -0.73334, -4.46455], [-3.65314, 1.53476, -3.40333], [1.35041, -4.39665, 2.12738], [-4.15168, 0.25664, -0.99135], [-4.68691, 1.97850, -2.58823], [-0.09346, -1.08862, 4.43171], [2.20322, 3.83175, -0.61433], [1.29028, -5.33844, 2.65648], [-3.90836, -1.28956, 5.20929], [-3.88504, -2.52618, -0.11028], [0.30346, 3.04348, 3.53707], [2.44459, -3.34415, 3.67731], [-3.22804, -5.41155, -5.34460], [-0.90991, 2.29172, -2.24566], [0.80057, -1.42085, -5.11519], [0.31569, -5.09418, 0.36325], [-2.32808, -3.25078, 0.33630], [1.82988, 4.62835, 1.63424], [-5.75444, 1.66222, -0.75431], [-5.30523, 2.81049, -2.89878], [-1.08206, 4.00848, -1.81918], [6.10460, 4.24522, 1.75448], [-4.99477, -3.90392, -4.49329], [-3.46408, 2.02039, -4.35251], [-2.64168, 1.98994, 0.52170], [-2.05721, 0.12840, -3.64822], [0.96990, -0.99844, 4.25777], [1.32750, 1.59550, 3.40003], [3.42499, 1.92802, -4.41029], [-4.46695, -2.21909, -2.78559], [2.08656, 3.20628, 3.44812], [-0.39041, -3.56706, -2.74912], [-0.92603, -5.23167, -4.45807], [-2.27119, -2.45694, 6.64936], [-0.96273, 2.18932, 0.69756], [0.06836, 4.41432, 1.50284], [4.36076, 0.94511, 3.86197], [0.30590, 3.47084, -2.80274], [4.87146, 3.59807, -0.28971], [0.54870, -1.60137, -2.65493], [5.86640, 2.90951, 3.82046], [0.14425, -2.28566, 6.18093], [2.25182, 0.40082, -6.03627], [-2.76291, -1.67248, 0.98616], [-4.37027, -0.24330, -0.05512], [0.82876, 4.94780, -0.71686], [0.46569, -2.88524, -0.75584]],
  "homo_lumo_gap_ev": 7.50,
  "total_charge": 1,
  "homo_energy_ev": -10.099
}

Most favorable structure: 2). The second most favorable one is 662.3 kJ/mol above it.

1) {
  "formula": "C2H5O2S",
  "method": "ωB97M-V/def2-TZVPD",
  "species": ["S", "O", "O", "C", "C", "H", "H", "H", "H", "H"],
  "positions_angstrom": [[1.93240, 0.67945, 0.21275], [0.29086, -1.69250, -0.78605], [-1.53428, -2.55956, 0.22427], [-0.95549, -1.81999, -0.52880], [0.34245, 1.63008, 0.51867], [1.27426, -0.45582, -0.18322], [-1.56913, -1.11722, -1.15790], [-0.23706, 1.55792, -0.39484], [0.68992, 2.61933, 0.78544], [-0.23393, 1.15832, 1.30968]],
  "multiplicity": 2,
  "homo_lumo_gap_ev": [10.08, 4.77],
  "homo_energy_ev": [-9.355, -9.022]
}

2) {
  "formula": "C2H5O2S",
  "method": "ωB97M-V/def2-TZVPD",
  "species": ["S", "O", "O", "C", "C", "H", "H", "H", "H", "H"],
  "positions_angstrom": [[0.49811, 1.17494, -1.30589], [1.62196, -0.06337, 0.95712], [-0.44242, 0.47480, 1.64494], [-0.76106, -0.06566, -1.29854], [0.56168, -0.24848, 1.64089], [0.49428, -1.19850, 2.20104], [-1.47103, 0.10173, -2.08379], [1.15114, 0.78969, -0.04039], [-0.30249, -1.05333, -1.33021], [-1.35018, 0.08816, -0.38516]],
  "multiplicity": 2,
  "homo_lumo_gap_ev": [10.07, 5.85],
  "homo_energy_ev": [-9.582, -9.437]
}

Most favorable structure: 2). The second most favorable one is 57.0 kJ/mol above it.